Below is a single C13H16N2O2S molecule, with properties calculated with ωB97M-V/def2-TZVPD.

As for the spin multiplicity: 1. The calculation puts the molar mass at 264.35 g mol⁻¹. The HOMO energy comes out at -8.10 eV.

Geometry (Å):
C (1.409, 2.939, -0.010)
C (0.427, 1.820, -0.215)
C (-0.949, 1.992, 0.052)
C (-1.843, 0.934, -0.157)
O (-3.148, 1.143, 0.124)
C (-1.375, -0.320, -0.584)
C (-2.305, -1.519, -0.828)
C (-3.461, -1.217, -1.821)
C (-2.899, -2.107, 0.434)
C (-0.006, -0.471, -0.848)
C (0.900, 0.569, -0.641)
N (2.265, 0.276, -0.812)
C (2.965, -0.044, 0.250)
C (4.456, -0.193, 0.184)
S (5.045, -0.389, 1.911)
C (3.401, -0.555, 2.485)
O (3.049, -0.818, 3.622)
N (2.479, -0.308, 1.505)
H (1.757, 2.945, 1.022)
H (2.261, 2.839, -0.699)
H (0.983, 3.909, -0.284)
H (-1.317, 2.903, 0.418)
H (-3.580, 0.320, 0.321)
H (-1.703, -2.309, -1.300)
H (-3.787, -2.180, -2.280)
H (-3.067, -0.557, -2.609)
H (-4.329, -0.719, -1.319)
H (-2.088, -2.632, 0.946)
H (-3.311, -1.328, 1.077)
H (-3.689, -2.850, 0.225)
H (0.345, -1.421, -1.246)
H (4.707, -1.071, -0.377)
H (4.901, 0.704, -0.283)
H (1.509, -0.286, 1.735)

Here are the Löwdin charges for atoms 1 to 5, given in e: -0.05, -0.21, 0.05, -0.27, 0.06

***

Below is a single C23H27FN2O3 molecule, with properties calculated with ωB97M-V/def2-TZVPD.

As for the spin multiplicity: 1. The calculation puts the molar mass at 398.48 g mol⁻¹. The HOMO energy comes out at -8.40 eV.

Geometry (Å):
C (3.925, -4.643, 3.454)
O (2.950, -3.881, 4.121)
C (1.783, -3.604, 3.474)
C (1.464, -4.023, 2.189)
C (0.239, -3.682, 1.638)
C (-0.685, -2.928, 2.341)
C (-1.982, -2.505, 1.709)
C (-1.886, -1.043, 1.246)
N (-0.767, -0.847, 0.354)
C (-0.832, -1.336, -0.999)
C (-0.423, -0.230, -1.988)
C (-1.515, 0.840, -2.035)
O (-2.260, 0.945, -2.988)
N (-1.619, 1.614, -0.934)
C (-2.533, 2.729, -0.863)
C (-1.773, 4.060, -0.769)
C (-0.760, 4.157, -1.875)
C (-1.172, 4.313, -3.193)
C (-0.254, 4.339, -4.226)
C (1.090, 4.209, -3.923)
F (1.996, 4.230, -4.925)
C (1.533, 4.059, -2.623)
C (0.597, 4.030, -1.604)
C (0.959, 0.335, -1.616)
C (1.449, -0.192, -0.261)
C (0.344, -0.197, 0.774)
O (0.429, 0.349, 1.858)
C (-0.357, -2.513, 3.627)
C (0.855, -2.845, 4.189)
H (3.552, -5.641, 3.200)
H (4.755, -4.737, 4.152)
H (4.274, -4.143, 2.544)
H (2.154, -4.614, 1.607)
H (0.004, -4.023, 0.639)
H (-2.210, -3.146, 0.855)
H (-2.800, -2.585, 2.428)
H (-2.810, -0.738, 0.745)
H (-1.710, -0.398, 2.110)
H (-0.168, -2.199, -1.135)
H (-1.855, -1.656, -1.207)
H (-0.401, -0.666, -2.990)
H (-0.959, 1.518, -0.179)
H (-3.189, 2.613, 0.006)
H (-3.133, 2.692, -1.774)
H (-1.272, 4.123, 0.199)
H (-2.493, 4.878, -0.837)
H (-2.223, 4.410, -3.417)
H (-0.564, 4.453, -5.252)
H (2.588, 3.963, -2.421)
H (0.931, 3.913, -0.582)
H (0.916, 1.425, -1.589)
H (1.688, 0.065, -2.381)
H (2.273, 0.416, 0.113)
H (1.805, -1.219, -0.366)
H (-1.060, -1.920, 4.193)
H (1.116, -2.524, 5.185)

Here are the Löwdin charges for atoms 1 to 5, given in e: -0.09, -0.08, -0.28, -0.02, -0.04

***

Below is a single C4H12N2 molecule, with properties calculated with ωB97M-V/def2-TZVPD.

As for the spin multiplicity: 1. The calculation puts the molar mass at 88.15 g mol⁻¹. The HOMO energy comes out at -8.41 eV.

Geometry (Å):
C (0.414, 1.479, -1.832)
N (-0.118, 0.189, -1.616)
C (0.480, -0.639, -0.542)
C (0.096, -0.124, 0.907)
C (0.624, -0.898, 2.073)
N (-1.415, -0.177, 0.797)
H (0.095, 1.847, -2.914)
H (1.435, 1.456, -2.203)
H (0.136, 2.292, -1.095)
H (-1.092, 0.271, -1.052)
H (1.515, -0.570, -0.628)
H (0.136, -1.679, -0.652)
H (0.366, 0.996, 1.035)
H (0.074, -0.428, 2.969)
H (0.201, -1.892, 1.945)
H (1.655, -0.688, 2.153)
H (-1.788, -1.056, 1.091)
H (-1.684, 0.457, 1.444)

Here are the Löwdin charges for atoms 1 to 5, given in e: -0.21, -0.16, -0.21, -0.42, -0.08

***

Below is 2 unconnected molecules or ions with the total composition C5H10S2, with properties calculated with ωB97M-V/def2-TZVPD.

As for the spin multiplicity: 1. The calculation puts the molar mass at 134.27 g mol⁻¹. The HOMO energy comes out at -8.76 eV.

Geometry (Å):
C (1.214, -0.979, 1.293)
C (1.783, -1.007, 2.690)
C (2.437, 0.199, 3.251)
S (0.854, -0.204, 4.027)
H (0.780, 0.003, 1.074)
H (2.003, -1.187, 0.560)
H (0.429, -1.732, 1.173)
H (2.218, -1.960, 2.988)
H (2.441, 1.099, 2.638)
H (3.316, 0.074, 3.878)
C (-1.896, 0.501, -3.055)
C (-3.146, 0.990, -3.686)
S (-1.955, 2.290, -3.296)
H (-1.185, -0.034, -3.678)
H (-1.941, 0.163, -2.023)
H (-3.297, 0.791, -4.744)
H (-4.054, 0.991, -3.089)

Here are the Löwdin charges for atoms 1 to 5, given in e: -0.13, -0.67, -0.45, 0.78, 0.08

***

Below is a single C17H20N2O3S molecule, with properties calculated with ωB97M-V/def2-TZVPD.

As for the spin multiplicity: 1. The calculation puts the molar mass at 332.42 g mol⁻¹. The HOMO energy comes out at -9.33 eV.

Geometry (Å):
C (-5.031, -0.500, 0.830)
N (-3.815, -1.256, 0.985)
C (-3.064, -0.993, 2.185)
S (-2.892, -1.383, -0.403)
O (-3.775, -1.737, -1.473)
O (-1.783, -2.239, -0.102)
C (-2.261, 0.274, -0.688)
C (-3.009, 1.186, -1.407)
C (-2.531, 2.478, -1.555)
C (-1.316, 2.831, -0.995)
C (-0.553, 1.901, -0.290)
C (0.772, 2.360, 0.243)
O (1.025, 3.539, 0.404)
N (1.647, 1.369, 0.516)
C (3.032, 1.608, 0.842)
C (3.952, 1.050, -0.256)
C (3.714, -0.425, -0.418)
C (4.394, -1.343, 0.374)
C (4.115, -2.695, 0.282)
C (3.144, -3.147, -0.595)
C (2.461, -2.243, -1.390)
C (2.749, -0.892, -1.304)
C (-1.047, 0.611, -0.126)
H (-5.456, -0.764, -0.135)
H (-4.856, 0.583, 0.875)
H (-5.731, -0.778, 1.619)
H (-2.790, 0.066, 2.283)
H (-3.657, -1.286, 3.052)
H (-2.165, -1.602, 2.144)
H (-3.939, 0.867, -1.851)
H (-3.103, 3.207, -2.109)
H (-0.925, 3.833, -1.095)
H (1.420, 0.418, 0.266)
H (3.158, 2.688, 0.943)
H (3.265, 1.127, 1.798)
H (4.988, 1.242, 0.027)
H (3.744, 1.572, -1.192)
H (5.148, -0.993, 1.065)
H (4.655, -3.397, 0.900)
H (2.920, -4.201, -0.660)
H (1.699, -2.588, -2.073)
H (2.224, -0.192, -1.941)
H (-0.524, -0.154, 0.427)

Here are the Löwdin charges for atoms 1 to 5, given in e: -0.11, -0.34, -0.10, 0.66, -0.28

***

Below is a single C5H10O molecule, with properties calculated with ωB97M-V/def2-TZVPD.

As for the spin multiplicity: 1. The calculation puts the molar mass at 86.13 g mol⁻¹. The HOMO energy comes out at -8.05 eV.

Geometry (Å):
C (-0.920, 0.491, -1.607)
C (0.491, 0.042, -1.259)
C (1.222, 0.470, 0.007)
C (0.688, -0.100, 1.084)
C (-0.743, 0.028, 1.507)
O (1.448, -0.919, 1.888)
H (-1.103, 0.235, -2.654)
H (-1.695, -0.012, -1.017)
H (-1.029, 1.569, -1.475)
H (0.477, -1.064, -1.215)
H (1.183, 0.284, -2.059)
H (2.311, 0.485, -0.052)
H (-0.687, 0.255, 2.576)
H (-1.343, -0.882, 1.380)
H (-1.244, 0.864, 1.015)
H (0.943, -1.746, 1.881)

Here are the Löwdin charges for atoms 1 to 5, given in e: -0.12, -0.26, -0.07, -0.42, -0.04

***

For each record above, in turn, the calculated ΔE to the lowest compared entry with this formula, charge and spin values are 23.26; 8.62; 47.36; 19.81; 26.03; 51.95 kcal per mole.